Record 1
Below is a molecular structure, C9H15Cl2O6PPmSc at a distorted geometry, with properties calculated with ωB97M-V with the def2-TZVPD basis set.

Calculated values
Total charge: +4
F_max, hartree/bohr: 0.18803
Relative energy (zero: lowest compared OMol25 entry of this formula, charge and spin), kcal per mole: 0.0
Multiplicity: 5
Highest occupied orbital energy (spin up / spin down), eV: -21.232 / -21.232
Expectation value of S²: 6.01
Energy, Ha: -3432.61896
Kohn-Sham gap (spin up / spin down), eV: 5.924 / 6.852

Positions of all 35 atoms, in Å:
Pm (-3.54727, 6.65803, -1.16704)
Sc (0.06979, 0.81211, 1.03387)
Cl (-4.01603, 5.41072, -3.29457)
Cl (-0.04983, 1.58965, 3.14686)
C (2.42090, 0.87884, 1.09638)
C (-4.55516, 8.67221, -2.09944)
C (-3.23152, 8.60581, 0.62396)
O (3.49967, 0.60060, 1.40066)
O (-5.04866, 9.63527, -2.57216)
O (-3.12794, 9.48962, 1.37671)
C (3.40465, -1.13106, -2.07988)
C (1.96541, -0.88829, -2.42136)
O (1.09165, -1.99986, -1.87344)
P (0.52556, -1.11975, -0.58821)
O (1.29868, -1.87107, 0.69329)
C (1.41225, -3.27469, 1.11297)
C (1.99827, -4.10527, 0.02644)
O (-0.92622, -0.78533, 0.98888)
C (-1.54189, -1.92498, 1.57335)
C (-2.94487, -1.58850, 1.98926)
H (3.58638, -1.11094, -0.99012)
H (4.00632, -0.31751, -2.49972)
H (3.75391, -2.08774, -2.48425)
H (1.71430, 0.06373, -1.92912)
H (1.68592, -0.70864, -3.45931)
H (2.09003, -3.21925, 1.95624)
H (0.48534, -3.71827, 1.52321)
H (3.00336, -3.78870, -0.27271)
H (2.08706, -5.12799, 0.40454)
H (1.33224, -4.11089, -0.83750)
H (-1.52187, -2.75840, 0.87158)
H (-0.96884, -2.26262, 2.44070)
H (-3.59162, -1.39623, 1.12798)
H (-3.39583, -2.41259, 2.54394)
H (-2.96413, -0.70802, 2.63799)

Mulliken charges in e: atom 1 (Pm): 2.13, atom 2 (Sc): 0.72, atom 3 (Cl): -0.21, atom 4 (Cl): -0.27, atom 5 (C): 0.40, atom 6 (C): -0.18, atom 7 (C): 0.05, atom 8 (O): -0.06, atom 9 (O): 0.15, atom 10 (O): 0.06, atom 11 (C): -1.01, atom 12 (C): -0.12, atom 13 (O): -0.35, atom 14 (P): 0.55, atom 15 (O): 0.12, atom 16 (C): -0.15, atom 17 (C): -1.09, atom 18 (O): -0.29, atom 19 (C): 0.01, atom 20 (C): -1.43, atom 21 (H): 0.20, atom 22 (H): 0.39, atom 23 (H): 0.34, atom 24 (H): 0.26, atom 25 (H): 0.48, atom 26 (H): 0.27, atom 27 (H): 0.30, atom 28 (H): 0.27, atom 29 (H): 0.42, atom 30 (H): 0.32, atom 31 (H): 0.37, atom 32 (H): 0.27, atom 33 (H): 0.35, atom 34 (H): 0.40, atom 35 (H): 0.34

***

Record 2
Below is 2 unconnected molecules or ions with the total composition C9H15ClN2 at a distorted geometry, with properties calculated with ωB97M-V with the def2-TZVPD basis set.

Calculated values
Total charge: +2
F_max, hartree/bohr: 0.09768
Relative energy (zero: lowest compared OMol25 entry of this formula, charge and spin), kcal per mole: 6.6
Highest occupied orbital energy, eV: -14.813
Energy, Ha: -920.89187
Kohn-Sham gap, eV: 6.374

Positions of all 27 atoms, in Å:
C (3.09297, 0.11907, 0.15177)
C (2.55904, 0.71554, 1.27873)
C (2.58116, -1.03020, -0.47362)
C (1.18984, 0.32389, 1.65169)
C (1.23656, -1.37002, -0.21427)
C (0.49543, -0.61489, 0.71503)
C (-1.77546, -1.44990, -0.15842)
C (-0.37872, 1.49213, -0.92872)
C (-0.91704, -0.63996, 0.73860)
N (-3.03699, -0.74574, -0.46308)
N (0.52890, 2.40510, -0.83693)
Cl (-1.75026, 0.26147, 1.97382)
H (4.05510, 0.31145, -0.21227)
H (3.09394, 1.48914, 1.72335)
H (3.11681, -1.57909, -1.19057)
H (1.49971, -0.36393, 2.42502)
H (0.88903, -2.29060, -0.70346)
H (-2.16625, -2.40780, 0.52844)
H (-1.34212, -1.94400, -1.08881)
H (-0.35884, 0.64557, -1.53709)
H (-1.38569, 1.68190, -0.76090)
H (-3.16162, -0.18362, 0.39523)
H (-3.79002, -1.32870, -0.80340)
H (-2.93892, -0.00182, -1.10934)
H (1.46641, 2.29805, -1.35559)
H (0.58817, 1.15972, 2.12720)
H (0.57215, 3.18471, -0.20852)

Mulliken charges in e: atom 1 (C): -0.61, atom 2 (C): -0.93, atom 3 (C): -0.39, atom 4 (C): -0.15, atom 5 (C): -0.81, atom 6 (C): 0.11, atom 7 (C): -0.72, atom 8 (C): -0.55, atom 9 (C): 0.47, atom 10 (N): -0.05, atom 11 (N): -0.11, atom 12 (Cl): -0.15, atom 13 (H): 0.54, atom 14 (H): 0.50, atom 15 (H): 0.51, atom 16 (H): 0.38, atom 17 (H): 0.34, atom 18 (H): 0.31, atom 19 (H): 0.42, atom 20 (H): 0.49, atom 21 (H): 0.34, atom 22 (H): 0.25, atom 23 (H): 0.37, atom 24 (H): 0.26, atom 25 (H): 0.36, atom 26 (H): 0.51, atom 27 (H): 0.30

***

Record 3
Below is a molecular structure, C9H15ClNbO4 at a distorted geometry, with properties calculated with ωB97M-V with the def2-TZVPD basis set.

Calculated values
Total charge: -1
F_max, hartree/bohr: 0.02960
Highest occupied orbital energy, eV: -4.905
Energy, Ha: -1169.83054
Kohn-Sham gap, eV: 5.540

Positions of all 30 atoms, in Å:
C (5.42311, -1.63552, -0.80543)
C (4.67563, -0.37071, -1.17365)
Cl (5.94161, 0.93321, -1.52607)
C (3.71612, 0.08635, -0.11062)
Nb (1.75967, -1.12888, -0.31897)
H (4.81271, -2.23882, -0.15584)
H (5.63884, -2.20946, -1.69422)
H (6.34009, -1.35828, -0.31265)
H (4.16594, -0.47779, -2.11217)
H (3.51421, 1.13053, -0.29999)
H (4.17308, -0.04722, 0.86068)
H (2.64369, -2.42480, 0.64367)
H (2.35598, -2.09228, -1.78261)
H (1.08700, 0.12318, -1.49977)
H (1.14337, -0.33117, 1.21304)
H (0.27294, -2.19693, -0.32939)
C (-5.21135, 0.44134, 1.43935)
C (-4.18770, -0.34236, 1.07209)
C (-3.02581, 0.18394, 0.27759)
O (-2.14595, -0.59588, -0.00598)
C (-3.03031, 1.59310, -0.10353)
C (-4.05340, 2.37038, 0.26496)
C (-5.20774, 1.84517, 1.06672)
O (-6.09333, 2.62867, 1.36815)
O (-4.13859, 3.66518, -0.04117)
O (-4.10530, -1.62727, 1.37183)
H (-6.05091, 0.07313, 2.01151)
H (-2.19058, 1.95986, -0.67740)
H (-4.97359, 3.97804, 0.35823)
H (-3.24944, -1.93471, 1.00164)

Mulliken charges in e: atom 1 (C): -1.12, atom 2 (C): 0.53, atom 3 (Cl): -0.31, atom 4 (C): -1.50, atom 5 (Nb): -0.69, atom 6 (H): 0.22, atom 7 (H): 0.31, atom 8 (H): 0.42, atom 9 (H): 0.34, atom 10 (H): 0.41, atom 11 (H): 0.39, atom 12 (H): -0.02, atom 13 (H): 0.00, atom 14 (H): -0.02, atom 15 (H): -0.03, atom 16 (H): 0.04, atom 17 (C): -1.01, atom 18 (C): 0.35, atom 19 (C): 0.95, atom 20 (O): -0.48, atom 21 (C): -1.09, atom 22 (C): 0.49, atom 23 (C): 1.04, atom 24 (O): -0.66, atom 25 (O): -0.59, atom 26 (O): -0.59, atom 27 (H): 0.41, atom 28 (H): 0.45, atom 29 (H): 0.36, atom 30 (H): 0.37

***

Record 4
Below is a molecular structure, C9H15FI2O4, with properties calculated with ωB97M-V with the def2-TZVPD basis set.

Calculated values
Total charge: -2
F_max, hartree/bohr: 0.01772
Highest occupied orbital energy, eV: 1.678
Energy, Ha: -1347.98061
Kohn-Sham gap, eV: 1.580

Positions of all 31 atoms, in Å:
C (4.54257, 0.40763, 0.70095)
C (3.93035, 0.40418, -0.70182)
I (4.95057, 1.95641, -1.84846)
C (2.39635, 0.47617, -0.69524)
I (1.51267, 1.20429, -2.56508)
C (1.81272, 1.31297, 0.41947)
O (2.18291, 2.44474, 0.63989)
O (0.92657, 0.67655, 1.20395)
C (-0.41321, 0.45010, 0.65361)
C (-0.65211, -0.98394, 0.19300)
C (0.13174, -2.04101, 0.93835)
F (-0.08556, -1.96534, 2.33033)
H (4.29989, -0.52498, 1.21995)
H (4.21055, 1.26520, 1.28418)
H (5.63252, 0.46386, 0.62435)
H (4.19475, -0.53915, -1.18427)
H (2.02653, -0.54288, -0.61644)
H (-1.12499, 0.71339, 1.43666)
H (-0.59764, 1.13474, -0.17843)
H (-0.44898, -1.07321, -0.88105)
H (-1.73127, -1.16854, 0.29551)
H (-0.19596, -3.03513, 0.61182)
H (1.21725, -1.98326, 0.77877)
O (-6.57168, 0.66334, -0.25831)
C (-5.58373, -0.03437, -0.84526)
C (-4.10161, 0.27554, -0.31906)
O (-3.10353, -0.42326, -0.91302)
H (-5.49082, 0.11853, -1.95544)
H (-5.66133, -1.15119, -0.72900)
H (-4.18637, 0.11197, 0.78940)
H (-4.01916, 1.38663, -0.42930)

Mulliken charges in e: atom 1 (C): -1.36, atom 2 (C): -0.30, atom 3 (I): -0.01, atom 4 (C): -0.34, atom 5 (I): 0.10, atom 6 (C): 0.53, atom 7 (O): -0.58, atom 8 (O): -0.41, atom 9 (C): -0.33, atom 10 (C): -0.31, atom 11 (C): -0.24, atom 12 (F): -0.35, atom 13 (H): 0.32, atom 14 (H): 0.42, atom 15 (H): 0.45, atom 16 (H): 0.49, atom 17 (H): 0.17, atom 18 (H): 0.36, atom 19 (H): 0.27, atom 20 (H): 0.12, atom 21 (H): 0.35, atom 22 (H): 0.36, atom 23 (H): 0.10, atom 24 (O): -0.90, atom 25 (C): -0.53, atom 26 (C): -0.23, atom 27 (O): -0.76, atom 28 (H): 0.13, atom 29 (H): 0.15, atom 30 (H): 0.17, atom 31 (H): 0.15

***

Q: The lowest total charge belongs to which entry?
A: C9H15FI2O4